Record 1
DFT (ωB97M-V/def2-TZVPD) results for H13O6 as an isolated structure in a non-equilibrium geometry.

Its multiplicity is 1. The largest force on an atom comes out at 4.50 eV/A. The calculation puts the calculated total energy at -12489.54272 eV. Its orbital gap is 11.8 eV. For the LUMO energy, the calculation gives -2.82 eV. Its charge is +1. The calculation puts the relative energy (zero: lowest compared OMol25 entry of this formula, charge and spin) at 94.8 kJ/mol.

The geometry in XYZ format:
```
19
H13O6 (ωB97M-V/def2-TZVPD)
O -1.40 -2.99 4.31
H -1.73 -3.81 4.81
H -1.95 -2.26 4.63
O 0.46 -1.45 2.50
H 1.28 -1.87 3.00
H -0.20 -1.93 2.99
O 1.34 0.05 0.77
H 1.08 -0.73 1.38
H 2.24 -0.15 0.50
O -0.15 0.16 -3.44
H 0.39 0.91 -3.66
H -0.77 0.04 -4.21
O 0.30 3.76 -3.20
H -0.59 4.04 -3.23
H 0.64 4.10 -4.06
O -0.35 0.39 -0.79
H -0.52 0.30 -1.78
H -0.76 1.19 -0.37
H 0.70 0.23 -0.15
```

Here are the natural (NBO) charges for atoms 1 to 6, given in e: -0.982, 0.506, 0.483, -0.965, 0.500, 0.536

***

Record 2
DFT (ωB97M-V/def2-TZVPD) results for a 8-piece molecular cluster, C11H38O8 overall in a non-equilibrium geometry.

Its multiplicity is 1. The largest force on an atom comes out at 3.39 eV/A. The calculation puts the calculated total energy at -28400.33346 eV. Its orbital gap is 10.1 eV. For the LUMO energy, the calculation gives 0.56 eV. The structure (SMILES) is CCO.CCO.CCO.CCO.CO.CO.CO.O. The calculation puts the relative energy (zero: lowest compared OMol25 entry of this formula, charge and spin) at 250.1 kJ/mol.

The geometry in XYZ format:
```
57
C11H38O8 (ωB97M-V/def2-TZVPD)
C -0.85 3.66 -1.47
O -1.65 2.74 -0.73
H 0.21 3.36 -1.37
H -0.98 3.72 -2.54
H -0.92 4.63 -1.04
H -1.01 2.19 -0.26
C -3.66 0.73 3.38
O -2.41 0.61 4.11
H -3.86 -0.21 2.80
H -4.48 0.90 4.09
H -3.70 1.57 2.66
H -1.65 0.83 3.58
C -4.60 0.65 -1.29
O -4.06 1.44 -0.24
H -4.97 1.40 -2.02
H -3.83 0.05 -1.80
H -5.36 0.00 -0.92
H -3.18 1.84 -0.42
O 4.00 0.90 -0.62
H 3.28 0.80 -1.26
H 4.42 1.76 -0.65
C -1.74 -2.41 0.52
C -1.15 -1.20 1.16
O -0.05 -0.85 0.40
H -2.58 -2.78 1.09
H -1.08 -3.22 0.54
H -1.96 -2.21 -0.58
H -0.92 -1.43 2.17
H -1.94 -0.31 1.15
H 0.38 -0.09 0.77
C -0.60 -0.09 -3.84
C 0.86 -0.14 -3.31
O 1.05 0.67 -2.16
H -0.74 0.99 -4.23
H -1.38 -0.30 -3.14
H -0.71 -0.69 -4.69
H 1.48 0.14 -4.12
H 1.18 -1.20 -3.12
H 1.01 0.12 -1.38
C 3.65 -3.61 -0.42
C 3.11 -2.39 -1.09
O 2.61 -1.45 -0.10
H 4.53 -4.01 -0.90
H 2.85 -4.32 -0.16
H 4.00 -3.26 0.50
H 2.29 -2.67 -1.76
H 3.91 -1.80 -1.57
H 1.80 -1.70 0.36
C 1.95 0.26 3.48
C 2.21 1.32 2.40
O 1.87 0.87 1.04
H 2.53 -0.65 3.31
H 0.90 -0.05 3.51
H 2.35 0.64 4.46
H 3.30 1.58 2.35
H 1.59 2.21 2.68
H 2.69 0.46 0.66
```

Here are the natural (NBO) charges for atoms 1 to 6, given in e: -0.247, -0.749, 0.183, 0.179, 0.170, 0.485

***

Record 3
DFT (ωB97M-V/def2-TZVPD) results for a 2-piece molecular cluster, C5H8O overall in a non-equilibrium geometry.

Its multiplicity is 1. The largest force on an atom comes out at 2.33 eV/A. The calculation puts the calculated total energy at -7359.52842 eV. Its orbital gap is 10.5 eV. For the LUMO energy, the calculation gives 1.04 eV. The structure (SMILES) is C#CC.CC=O. The calculation puts the relative energy (zero: lowest compared OMol25 entry of this formula, charge and spin) at 263.1 kJ/mol.

The geometry in XYZ format:
```
14
C5H8O (ωB97M-V/def2-TZVPD)
C -1.68 -0.83 -0.71
C 1.01 1.24 1.42
C -0.64 0.12 -1.23
C 1.20 0.01 0.67
C 1.64 -0.97 0.11
O -0.75 1.32 -1.27
H -1.19 -1.61 -0.13
H -2.39 -0.30 -0.08
H -2.19 -1.30 -1.55
H 0.46 1.03 2.34
H 0.42 1.93 0.81
H 1.96 1.70 1.66
H 2.01 -1.91 -0.19
H 0.14 -0.43 -1.86
```

Here are the natural (NBO) charges for atoms 1 to 6, given in e: -0.725, -0.702, 0.460, 0.020, -0.270, -0.560

***

Record 4
DFT (ωB97M-V/def2-TZVPD) results for a 3-piece molecular cluster, C5H13N overall in a non-equilibrium geometry.

Its multiplicity is 1. The largest force on an atom comes out at 2.08 eV/A. The calculation puts the calculated total energy at -6880.33999 eV. Its orbital gap (spin up / spin down) is 6.9 / 7.5 eV. For the LUMO energy (spin up / spin down), the calculation gives 1.08 / 1.02 eV. The calculation puts the relative energy (zero: lowest compared OMol25 entry of this formula, charge and spin) at 565.1 kJ/mol.

The geometry in XYZ format:
```
19
C5H13N (ωB97M-V/def2-TZVPD)
C -0.11 0.44 0.22
C -0.43 -0.61 -0.58
C 1.88 -0.90 0.32
C -0.59 0.60 1.63
C -2.42 0.63 -1.02
N 2.87 -0.56 -0.63
H 0.32 1.32 -0.24
H 2.71 -0.94 -1.56
H 3.08 0.42 -0.68
H -0.89 -1.49 -0.17
H -0.06 -0.65 -1.60
H 2.08 -0.49 1.30
H 1.67 -1.96 0.36
H -1.03 -0.32 2.01
H -1.34 1.39 1.68
H 0.24 0.89 2.28
H -2.61 0.19 -1.99
H -2.28 1.71 -1.08
H -3.11 0.32 -0.25
```

Here are the natural (NBO) charges for atoms 1 to 6, given in e: -0.088, -0.311, -0.251, -0.661, -0.718, -0.827